(1)
80
Properties=species:S:1:pos:R:3 method="wB97M-V/def2-TZVPD" homo_lumo_gap_ev="6.47 / 7.34" lumo_energy_ha="-0.2689 / -0.2508" homo_energy_ev="-13.79 / -14.16" max_force_ev_per_a=0.677 e_above_lowest_kcal_mol=0.0 charge=+2 spin_multiplicity=3
H -3.61975 3.33829 0.46778
C -1.59600 -1.82355 1.04283
H 5.23520 3.13156 -1.21323
H 5.22861 -1.14532 -1.43484
Si 2.28148 0.84881 2.77912
C 1.54854 -1.56958 -3.31567
H -3.58052 1.39684 3.04370
H -4.69553 -1.77101 -2.66457
C 2.63558 2.59690 3.27711
C -2.28105 0.28081 -0.13117
H -1.83619 -1.86145 -1.59172
C -2.05421 -4.25998 2.28002
H -4.84194 2.73636 -1.57138
H 3.49926 -1.29925 2.67985
C -4.11233 2.05016 -1.16243
C -0.74754 -3.88752 1.98870
H -2.23563 -5.20843 2.76621
C 3.06796 0.91934 0.12993
C -2.64211 -1.32970 -2.10311
N -1.27800 -0.60536 0.42333
H -1.34252 -0.30151 -3.53552
H 2.42545 2.73188 4.34035
H 0.06712 0.97342 3.92286
H 0.09807 -4.51628 2.23087
H -2.09247 1.34026 3.98639
C 1.69624 0.78749 -3.81060
C 4.77437 -0.22254 -1.09817
C -1.84299 1.81267 1.87772
N 2.45337 -0.82995 -5.40706
C 5.35079 0.99902 -1.43072
H 6.24603 1.03058 -2.03633
C -2.93249 -0.05880 -1.33314
H 1.95527 1.61798 -4.45214
H -0.78084 1.42772 1.84769
H 3.18953 -1.21713 -0.03559
C -3.86493 -2.24848 -2.14265
N 0.81150 0.04380 -1.71956
H 0.99761 2.04937 -2.25146
H -3.72269 -1.55202 1.09375
C -2.53495 1.08192 3.02547
C -0.54768 -2.67445 1.37616
H 3.19293 3.06008 0.17987
H -2.63911 3.75567 2.40607
C -3.87066 0.84423 -1.80855
H 0.23967 -0.58709 3.08926
C -2.89978 -2.20959 1.34311
H -2.51051 0.00009 2.90808
H -1.24901 3.83859 1.31648
H 4.60956 0.06275 2.45409
H 3.97580 -0.30680 4.05769
H -4.13213 -3.73614 2.19398
H -1.87821 -1.91296 -4.04151
H 2.61871 -1.77901 -5.69515
H 2.01717 3.30855 2.72499
C -3.42540 2.38972 -0.01149
N 1.87770 0.88201 0.98168
H 0.73575 -2.00198 -1.39447
C -1.67840 3.30093 2.16243
H -3.62687 -3.16729 -2.67878
C -2.51025 1.49871 0.54387
H -2.98929 -0.55281 -4.10355
H 1.68838 -2.61179 -3.56717
F 0.70734 -2.25632 1.07660
H -1.03325 3.43795 3.03008
H 2.72004 -0.10089 -6.04635
C 3.63703 2.14327 -0.18713
C 0.77287 0.18799 3.64989
C 4.78504 2.17830 -0.97097
C 1.01375 -1.23798 -2.10779
H -4.41268 0.61657 -2.71745
C 1.15675 1.02914 -2.58306
C 3.63367 -0.26904 -0.31304
C 3.72608 -0.27840 2.99339
H 1.09714 -0.28141 4.58181
H -4.20799 -2.52183 -1.14513
C -2.17995 -1.00096 -3.52565
C -3.12266 -3.43000 1.95865
Mo 0.18116 0.58087 0.21140
C 1.91877 -0.54679 -4.21792
H 3.68120 2.86080 3.11294

---

(2)
12
Properties=species:S:1:pos:R:3 method="wB97M-V/def2-TZVPD" homo_lumo_gap_ev=5.69 lumo_energy_ha=0.1113 homo_energy_ev=-2.67 max_force_ev_per_a=4.987 e_above_lowest_kcal_mol=68.8 charge=-1 spin_multiplicity=1
C 0.46431 1.73669 3.26538
N -0.99762 0.52867 -1.48401
O 0.05181 0.58398 3.46260
H -0.87120 1.19864 -2.27535
O 0.04091 -1.04844 -2.97908
H 1.53587 -1.20375 -0.67079
H 1.50483 1.82132 3.00409
C 0.42585 -1.30744 -0.70855
H -0.35121 2.40040 3.04344
H 0.10064 -1.00439 0.24414
H 0.27802 -2.31116 -1.02874
C -0.21606 -0.57692 -1.85631

---

(3)
16
Properties=species:S:1:pos:R:3 method="wB97M-V/def2-TZVPD" homo_lumo_gap_ev=11.57 smiles=C[C@H](C#N)CCO lumo_energy_ha=0.0316 homo_energy_ev=-10.71 max_force_ev_per_a=1.106 e_above_lowest_kcal_mol=26.4 charge=0 spin_multiplicity=1
C -0.58862 -0.40774 -0.13786
H 2.16426 1.64456 -0.45471
N 0.10672 -2.01341 1.81878
C 0.17530 0.91650 0.03712
H -2.52104 0.15692 0.70531
C -2.11067 -0.25633 -0.21973
H -0.10550 1.40498 0.98510
H 2.07312 0.56528 0.96637
H -0.23651 -0.87078 -1.06435
C -0.21407 -1.32593 0.94476
H 2.62015 -0.93915 -0.40729
C 1.70959 0.72922 -0.05165
H -2.38169 0.40572 -1.04866
H -2.58291 -1.22776 -0.39871
O 2.03566 -0.35646 -0.90169
H -0.14379 1.57439 -0.77278

---

(4)
29
Properties=species:S:1:pos:R:3 method="wB97M-V/def2-TZVPD" homo_lumo_gap_ev=5.14 lumo_energy_ha=0.1119 homo_energy_ev=-2.10 max_force_ev_per_a=5.355 e_above_lowest_kcal_mol=46.8 charge=-1 spin_multiplicity=1
H 1.46690 -0.63030 -3.46112
H -4.60217 -1.47494 2.49010
H 4.73341 -0.54772 -0.96645
S -2.76421 2.97906 1.62036
H 2.85693 1.11744 -2.29382
H 4.11811 -0.71782 -2.61060
H 2.08895 -1.92693 -1.73205
H -4.56189 -0.45592 0.56016
H -0.84419 0.07980 2.78360
H 0.05013 -0.12351 -2.54220
C 4.12340 -1.18030 -1.61971
N -3.61101 -0.03428 0.42868
C -1.32759 0.42701 1.76766
H -0.68966 -0.08936 0.90061
H 1.41610 1.70127 -1.48052
H 0.78667 0.97870 -3.73133
H -3.38859 2.83934 2.87227
H -2.89434 -1.75201 3.24025
C -1.14282 2.04357 1.56942
H 2.76991 -1.87089 -0.11598
C 1.89219 0.80114 -1.88379
C 2.71718 -1.32674 -1.06526
O 2.08669 -0.08007 -0.78095
H -0.53683 2.40063 2.52326
C 0.99718 0.22462 -2.96686
C -3.63044 -0.90925 2.85631
C -2.86239 -0.12551 1.59551
H 4.60229 -2.16000 -1.71164
H -3.84987 -0.18703 3.75408

---

Among the records above, which one has the highest charge? C32H41FMoN4Si

---

Repeat the third record exactly.
16
Properties=species:S:1:pos:R:3 method="wB97M-V/def2-TZVPD" homo_lumo_gap_ev=11.57 smiles=C[C@H](C#N)CCO lumo_energy_ha=0.0316 homo_energy_ev=-10.71 max_force_ev_per_a=1.106 e_above_lowest_kcal_mol=26.4 charge=0 spin_multiplicity=1
C -0.58862 -0.40774 -0.13786
H 2.16426 1.64456 -0.45471
N 0.10672 -2.01341 1.81878
C 0.17530 0.91650 0.03712
H -2.52104 0.15692 0.70531
C -2.11067 -0.25633 -0.21973
H -0.10550 1.40498 0.98510
H 2.07312 0.56528 0.96637
H -0.23651 -0.87078 -1.06435
C -0.21407 -1.32593 0.94476
H 2.62015 -0.93915 -0.40729
C 1.70959 0.72922 -0.05165
H -2.38169 0.40572 -1.04866
H -2.58291 -1.22776 -0.39871
O 2.03566 -0.35646 -0.90169
H -0.14379 1.57439 -0.77278

---

Which of these has the highest charge? C32H41FMoN4Si